# C9H23INO3

4 unconnected molecules or ions with the total composition C9H23INO3 in a non-equilibrium geometry (ωB97M-V/def2-TZVPD, the Open Molecules 2025 dataset).

Net charge = -1
Energy = -934.9598 hartree
Energy relative to the best compared isomer or geometry (same formula, charge and spin) = 14.9 kJ/mol

CARTESIAN COORDINATES (ANGSTROEM)
I (-10.077652, 23.802669, 13.361855)
O (-11.229960, 26.889184, 14.635941)
O (-12.025246, 21.349862, 11.514278)
O (-8.350134, 21.286032, 11.205237)
N (-10.872170, 27.971509, 13.786017)
C (-9.426628, 29.919821, 13.517682)
C (-8.565143, 27.807042, 14.465532)
C (-12.105884, 28.608669, 13.346307)
C (-11.743404, 29.779601, 12.438496)
C (-12.829210, 27.577814, 12.465912)
C (-9.782734, 28.729689, 14.409049)
C (-10.089751, 29.241056, 15.825530)
C (-13.053465, 29.035380, 14.481150)
C (-10.652457, 30.681841, 13.022699)
H (-12.371186, 27.429015, 11.486411)
H (-11.743294, 21.087307, 10.634656)
H (-14.054607, 28.608028, 14.431224)
H (-8.287223, 27.434143, 13.482760)
H (-8.757605, 26.944174, 15.108579)
H (-13.865638, 27.875323, 12.270247)
H (-12.669639, 28.743146, 15.459976)
H (-11.432228, 22.085890, 11.745649)
H (-8.808301, 29.603235, 12.670695)
H (-11.066872, 31.223126, 13.884027)
H (-8.413666, 22.000069, 11.858333)
H (-13.174255, 30.125312, 14.520718)
H (-7.736857, 28.332989, 14.950129)
H (-8.593476, 21.721216, 10.383952)
H (-10.631601, 26.165023, 14.372145)
H (-12.624419, 30.424427, 12.375507)
H (-10.710132, 30.139185, 15.778931)
H (-8.807408, 30.628025, 14.078586)
H (-10.385889, 31.448444, 12.290283)
H (-11.447983, 29.391762, 11.466296)
H (-10.591203, 28.471405, 16.405743)
H (-12.860094, 26.611319, 12.968042)
H (-9.146799, 29.555817, 16.277036)

Forces on the atoms, in the same order (eV/Å):
I 0.19 0.07 -0.08
O 0.21 0.36 0.25
O -0.08 0.07 -0.21
O 0.22 0.02 -0.13
N 0.36 -0.41 -0.25
C -0.03 0.42 -0.56
C -0.04 -0.20 0.68
C -0.40 -0.47 -0.61
C 0.34 0.72 0.69
C -0.50 -0.35 -0.07
C 0.14 0.17 0.04
C 0.01 0.35 -0.34
C 0.08 0.48 0.89
C -0.16 -0.08 0.34
H 0.32 0.06 0.18
H 0.07 -0.05 0.01
H 0.05 -0.09 -0.31
H 0.02 0.07 -0.07
H -0.07 0.00 -0.12
H 0.08 0.16 0.10
H 0.05 -0.09 -0.13
H -0.05 -0.06 0.30
H -0.18 -0.20 0.00
H -0.09 -0.01 -0.12
H -0.25 -0.02 0.16
H 0.02 -0.07 -0.05
H 0.09 0.08 -0.30
H -0.03 0.03 0.00
H -0.33 -0.26 -0.26
H -0.15 -0.29 -0.56
H -0.18 -0.12 0.09
H 0.09 -0.19 0.12
H 0.13 -0.04 0.03
H 0.00 0.12 -0.12
H 0.13 0.00 0.17
H 0.00 0.03 0.01
H -0.05 -0.20 0.25



# C4H11NOP

2 unconnected molecules or ions with the total composition C4H11NOP in a non-equilibrium geometry (ωB97M-V/def2-TZVPD, the Open Molecules 2025 dataset).

Multiplicity = 3
Net charge = +1
Energy = -629.8091 hartree
Energy relative to the best compared isomer or geometry (same formula, charge and spin) = 325.6 kJ/mol

CARTESIAN COORDINATES (ANGSTROEM)
P (-0.534803, -1.129831, -1.499012)
O (0.038332, 1.380648, 1.564752)
N (-1.852125, 1.189194, -0.354281)
C (0.376959, 0.527602, 0.479773)
C (1.248515, -0.778687, 0.743867)
C (1.154241, -1.504501, -0.641345)
C (-0.915723, 0.036674, -0.162962)
H (1.902868, -1.130583, -1.363192)
H (-2.805936, 0.947619, 0.034018)
H (0.751095, 1.660698, 2.047398)
H (0.952884, -1.454400, 1.651986)
H (-1.884018, 1.450805, -1.292850)
H (-0.099128, -0.060516, -2.477805)
H (-1.391513, -1.051980, 0.836131)
H (-1.197407, 1.850981, 0.229348)
H (0.933289, 1.092759, -0.357039)
H (2.263000, -0.456746, 0.961288)
H (1.059468, -2.569736, -0.400074)

Forces on the atoms, in the same order (eV/Å):
P 1.85 2.53 0.93
O -3.24 -1.63 -2.73
N 1.71 -0.76 3.32
C 1.40 -0.77 -0.54
C -1.25 0.18 0.41
C -0.79 -0.57 1.37
C 0.09 -0.71 -0.22
H -0.31 -0.77 0.24
H 0.79 0.60 -0.09
H 3.03 1.12 1.75
H -0.03 1.40 -1.90
H -0.37 0.82 -1.85
H -1.04 -1.30 0.25
H -0.20 0.38 -0.70
H -2.49 -0.16 -0.64
H -0.33 -0.37 1.43
H 0.24 -0.07 -0.26
H 0.95 0.07 -0.78



# C37H39AsHfN7O4

A molecular structure, C37H39AsHfN7O4 in a non-equilibrium geometry (ωB97M-V/def2-TZVPD, the Open Molecules 2025 dataset).

Net charge = +3
Energy = -4400.3609 hartree

CARTESIAN COORDINATES (ANGSTROEM)
Hf (2.672664, -0.640133, 0.993676)
As (-2.767841, 1.805205, -1.212877)
O (-1.836537, -6.543368, 2.638672)
O (3.975690, -0.748225, -0.475107)
O (4.482478, -0.716685, -2.692180)
O (-0.039658, -7.156824, 1.550656)
N (0.738250, -0.839163, 1.977073)
N (3.413271, 1.595216, 0.476458)
N (1.424561, -0.821484, -0.952111)
N (2.555519, -2.755446, 1.098980)
N (2.360844, -1.387485, -1.902687)
N (-0.727511, -6.266282, 2.142848)
N (4.409889, -0.480917, 2.478565)
C (5.626534, -1.233215, 2.128826)
C (-2.874352, 2.363903, -5.303237)
C (3.497773, 1.945721, -0.974753)
C (4.778826, 1.577702, 1.153475)
C (-1.851802, -1.618649, 2.622599)
C (-6.180171, 4.190699, 1.154116)
C (1.079977, -4.614163, 1.773820)
C (-5.115031, -1.522488, -2.662388)
C (-0.277502, -4.946198, 2.191621)
C (-3.860417, 0.731143, -3.591029)
C (-4.366655, -0.760289, -1.765688)
C (-4.502204, -0.102622, -4.526514)
C (-3.132683, 1.946396, -3.984604)
C (-2.262591, 3.616152, -5.566395)
C (4.690532, 0.962067, 2.494321)
C (-1.526349, -0.295373, 2.469305)
C (3.937792, -0.910690, 3.799770)
C (-2.106478, 4.064505, -3.230888)
C (2.128043, -5.525299, 1.511357)
C (2.708235, 2.659793, 1.156077)
C (3.222537, -5.026888, 0.749264)
C (-0.235273, 0.070681, 2.259273)
C (3.690674, -0.916491, -1.779809)
C (-2.649128, 2.791969, -2.912685)
C (-3.992143, 4.206061, 0.104312)
C (3.364659, -3.679996, 0.541569)
C (-1.785718, 4.414864, -4.549623)
C (1.325945, -3.220964, 1.626963)
C (-4.192950, 2.859321, -0.272703)
C (-5.008784, 4.833723, 0.815699)
C (-5.126577, -1.247954, -4.046644)
C (0.441044, -2.180780, 2.032226)
C (-1.175091, -3.952433, 2.638581)
C (-5.425809, 2.248840, 0.028518)
C (-0.906696, -2.607848, 2.408757)
C (-3.819845, 0.438231, -2.196634)
C (-6.409845, 2.877595, 0.784645)
H (3.214420, 3.680752, 1.167975)
H (-5.710929, -2.383916, -2.300741)
H (-4.308063, -0.991510, -0.718603)
H (-2.237040, 0.454628, 2.712436)
H (2.562292, 1.687012, -1.524923)
H (0.994637, 0.059849, -1.269789)
H (-4.798946, 5.856840, 1.216163)
H (2.466287, 2.407131, 2.189354)
H (5.880058, -0.926339, 1.155968)
H (3.720963, 2.999004, -1.141626)
H (-5.667548, -1.894255, -4.730720)
H (-2.873118, -1.964304, 2.765083)
H (3.968770, 1.494567, 3.149710)
H (5.238681, 2.588131, 1.310657)
H (3.925863, -5.672623, 0.200529)
H (-2.246786, 3.981302, -6.626785)
H (1.993300, -1.533645, -2.850074)
H (3.589947, -1.937470, 3.810935)
H (5.490021, 1.008342, 0.512634)
H (5.372250, -2.330904, 2.108180)
H (4.223267, -3.217135, 0.036506)
H (5.697561, 1.018629, 2.927401)
H (4.391725, 1.520113, -1.499494)
H (-1.222564, 5.323089, -4.806410)
H (-2.113961, -4.217813, 3.081184)
H (4.694772, -0.786697, 4.554796)
H (-1.939170, 4.776571, -2.434528)
H (-3.056738, 4.727311, -0.063961)
H (0.652193, -1.463460, -0.855569)
H (6.373287, -1.123531, 2.880713)
H (0.065692, 1.112246, 2.471602)
H (-6.958754, 4.771768, 1.674248)
H (3.058682, -0.320303, 4.038376)
H (-4.531537, 0.198197, -5.565046)
H (-5.667827, 1.250004, -0.348758)
H (-3.035696, 1.685391, -6.106443)
H (-7.347823, 2.370824, 1.029728)
H (2.099264, -6.486167, 1.922823)
H (1.672469, 2.796936, 0.723002)

Forces on the atoms, in the same order (eV/Å):
Hf 2.13 2.08 -0.53
As -1.08 0.62 -0.39
O 2.21 1.20 -0.75
O -0.22 -0.77 -0.12
O -2.39 -0.85 2.32
O -0.95 2.80 1.26
N -0.55 -0.32 0.21
N 1.08 0.49 0.43
N 0.60 0.13 -0.57
N -1.45 -2.16 0.27
N -0.41 0.30 -0.48
N -1.98 -5.71 -0.22
N -1.08 -0.70 -0.18
C -1.50 -2.02 0.04
C 0.44 0.98 1.11
C 0.99 -0.14 -1.16
C 0.90 0.14 -1.57
C -0.91 -0.28 -0.77
C -1.08 0.60 0.47
C -1.47 1.23 0.20
C -0.14 -1.01 -0.39
C 0.17 3.30 1.07
C 0.45 -0.07 0.24
C -0.57 0.66 -0.26
C 0.27 0.15 1.22
C 1.12 1.59 0.31
C -0.45 -0.95 -1.29
C 0.89 0.31 1.40
C -0.71 -0.21 0.88
C -0.99 0.04 0.07
C 0.32 -1.23 0.54
C 1.44 2.32 -1.41
C -2.60 1.97 0.28
C -0.88 -1.59 -0.06
C 1.52 0.14 0.32
C 1.77 0.33 -2.23
C -0.47 -0.05 -1.53
C -0.26 -1.26 0.31
C 0.43 1.71 0.39
C -0.69 0.35 0.30
C 2.27 0.33 -0.26
C -0.31 -0.01 -0.15
C 1.07 1.30 0.52
C -0.18 0.35 0.61
C -3.31 -0.83 0.29
C 1.38 -2.63 -1.38
C 0.25 -0.65 -0.13
C 3.12 1.31 0.23
C 0.60 0.28 -1.29
C 0.18 0.23 -0.39
H -0.42 -1.39 -0.25
H 0.62 0.55 -0.22
H -0.21 -0.36 0.36
H -0.60 0.60 -0.10
H 0.68 0.23 0.51
H 0.17 -0.18 -0.28
H -0.46 -0.89 -0.61
H 0.34 -0.04 0.20
H 1.03 0.18 -1.07
H -0.55 0.34 0.49
H 0.01 0.05 0.19
H 0.01 0.39 0.41
H 0.54 -0.44 -0.25
H -0.75 -0.54 -0.54
H -0.25 0.04 0.89
H 0.46 -0.60 1.10
H 0.26 0.38 0.40
H 0.30 -0.39 -0.22
H -0.57 0.45 0.30
H 0.24 1.03 -0.06
H -0.28 -0.67 -0.03
H -0.24 0.57 0.33
H -0.96 -0.37 0.73
H -0.60 -0.26 0.37
H -0.42 -0.41 -0.14
H 0.31 0.16 0.39
H 0.44 -0.05 0.12
H -0.04 -0.05 -0.14
H -0.32 -0.39 -0.02
H 0.77 0.44 0.44
H -0.04 -0.57 -0.73
H 0.48 -0.47 -0.12
H -0.07 0.31 0.45
H -0.02 -0.22 -0.01
H 0.36 0.24 0.14
H -0.59 -0.17 -0.66
H 0.38 0.20 -0.16
H -0.11 -1.47 -0.01
H 1.13 0.02 0.02



# C24H28FeN6O3S

A molecular structure, C24H28FeN6O3S (ωB97M-V/def2-TZVPD, the Open Molecules 2025 dataset).

Multiplicity = 6
Net charge = +1
Energy = -3147.3972 hartree
Energy relative to the best compared isomer or geometry (same formula, charge and spin) = 0.0 kJ/mol

CARTESIAN COORDINATES (ANGSTROEM)
Fe (-0.330383, -0.439994, -0.897263)
S (-2.163940, 1.254554, 0.447301)
O (-2.413131, 0.975061, -0.976520)
O (-1.210770, 0.198411, 0.918218)
O (-1.729002, 2.588243, 0.759032)
N (1.598920, -0.206938, 0.079603)
N (-1.746412, -1.851153, -1.465136)
N (-4.029331, -2.153204, -0.985729)
N (0.369914, 1.577035, -1.399327)
N (-2.415739, -2.784932, 0.548601)
N (1.169529, -2.230872, -1.468716)
C (2.879121, 3.733887, 0.227721)
C (1.583451, -4.471546, -2.207505)
C (1.760437, 3.360024, -0.563416)
C (3.361881, -3.886859, 1.008563)
C (-3.258713, -2.595538, 1.719347)
C (2.382802, -4.723427, -1.129456)
C (0.969755, -3.209218, -2.317043)
C (-4.431732, -1.312840, -2.102357)
C (1.046714, 4.274938, -1.362076)
C (3.490928, -2.866686, 1.906331)
C (2.094054, 1.021562, 0.170476)
C (2.601091, -3.704450, -0.174421)
C (-1.061295, -3.201366, 0.848155)
C (-2.707888, -2.243877, -0.658110)
C (1.372000, 2.016501, -0.606577)
C (-0.266242, 2.452960, -2.155332)
C (2.001800, -2.458033, -0.415584)
C (-3.683883, 0.969649, 1.290408)
C (0.042460, 3.818923, -2.168390)
C (3.618407, 2.779899, 0.891080)
C (3.257723, 1.436602, 0.849685)
C (2.219846, -1.373958, 0.494332)
C (-4.960581, -3.226318, -0.661106)
C (2.921327, -1.599899, 1.653800)
H (-0.522877, 4.486942, -2.800743)
H (-4.473454, -3.979291, -0.048148)
H (-1.100971, -3.966633, 1.623396)
H (-4.190089, -2.109395, 1.448820)
H (-3.846212, -0.395419, -2.106361)
H (1.311188, 5.324365, -1.336003)
H (-5.833902, -2.844588, -0.129878)
H (3.166351, 4.776414, 0.267415)
H (-2.736109, -1.963713, 2.441842)
H (0.273126, -3.015607, -3.124800)
H (-3.485330, -3.555430, 2.186719)
H (-0.596659, -3.620773, -0.040233)
H (4.498731, 3.073107, 1.446055)
H (-2.118907, -1.699323, -2.394024)
H (1.394673, -5.224188, -2.959177)
H (-4.064182, -0.005283, 1.000015)
H (-4.371767, 1.753785, 0.983523)
H (4.040310, -3.020598, 2.824796)
H (2.844814, -5.692867, -0.990599)
H (-4.333171, -1.832087, -3.063361)
H (-3.504278, 1.024981, 2.361216)
H (-0.457888, -2.366966, 1.225443)
H (-1.076069, 2.066814, -2.756586)
H (3.883040, 0.706152, 1.338291)
H (-5.480733, -1.048180, -1.973923)
H (3.005345, -0.820260, 2.396839)
H (3.816365, -4.850552, 1.197983)
H (-5.300661, -3.702645, -1.584102)

Forces on the atoms, in the same order (eV/Å):
Fe 0.26 -0.08 0.03
S -0.01 -0.02 -0.12
O -0.08 0.13 0.04
O 0.03 -0.08 0.06
O 0.00 0.00 -0.02
N 0.10 0.05 0.05
N -0.07 0.02 0.00
N 0.08 0.02 -0.02
N 0.01 0.02 -0.06
N 0.01 0.00 0.00
N 0.05 -0.02 0.07
C 0.01 -0.01 0.02
C 0.01 0.00 0.02
C 0.02 0.01 -0.01
C -0.01 0.00 -0.01
C 0.01 0.04 0.02
C -0.01 0.02 0.01
C -0.01 -0.02 -0.08
C 0.00 0.02 -0.03
C 0.00 0.00 0.01
C -0.02 0.03 -0.02
C -0.03 0.00 -0.02
C 0.01 -0.05 -0.02
C 0.06 0.06 0.04
C -0.20 -0.09 -0.02
C 0.01 -0.06 0.04
C 0.03 0.03 0.03
C -0.08 0.02 0.04
C 0.00 0.04 0.03
C -0.02 -0.04 0.00
C -0.02 0.00 -0.02
C -0.01 0.00 0.00
C -0.11 0.08 -0.09
C -0.01 -0.05 -0.02
C 0.04 -0.03 0.02
H -0.01 0.00 -0.01
H -0.03 0.01 -0.03
H 0.01 -0.01 -0.01
H 0.02 -0.03 0.03
H -0.03 -0.03 0.02
H 0.00 0.01 -0.01
H -0.01 0.01 0.00
H 0.00 0.01 0.00
H 0.00 -0.01 0.00
H 0.02 0.00 0.02
H 0.00 0.01 0.01
H 0.00 0.01 0.00
H 0.00 0.00 0.00
H 0.01 0.04 -0.03
H -0.01 -0.01 0.00
H -0.01 0.00 0.00
H -0.01 0.01 0.01
H 0.00 0.00 0.01
H 0.01 -0.01 0.00
H -0.01 0.00 0.00
H 0.00 -0.01 0.01
H 0.01 -0.01 -0.01
H -0.02 0.00 0.00
H 0.00 0.02 0.00
H 0.00 -0.01 0.00
H 0.00 -0.02 0.02
H 0.01 -0.01 0.00
H -0.01 0.00 0.01



# C3H5DyO4

A molecular structure, C3H5DyO4 in a non-equilibrium geometry (ωB97M-V/def2-TZVPD, the Open Molecules 2025 dataset).

Multiplicity = 7
Net charge = +1
Energy = -1302.9781 hartree
Energy relative to the best compared isomer or geometry (same formula, charge and spin) = 310.4 kJ/mol

CARTESIAN COORDINATES (ANGSTROEM)
Dy (-2.361886, -0.773848, -1.292909)
O (-1.171231, 1.277440, -1.648713)
O (-0.337779, -0.969038, 0.143197)
O (0.212729, -1.305870, 2.285108)
O (-0.156801, -3.020728, 0.879420)
C (-0.083614, 1.800912, -1.274344)
C (0.701912, 1.236829, -0.138692)
C (-0.092187, -1.703290, 1.173138)
H (1.564819, 1.871175, 0.115057)
H (0.323038, -3.522209, 1.549673)
H (0.019027, 2.896272, -1.395213)
H (1.262126, 0.814433, -1.177474)
H (0.119847, 1.397922, 0.781752)

Forces on the atoms, in the same order (eV/Å):
Dy 2.51 0.42 1.39
O 1.17 -0.39 -0.29
O -2.88 -0.12 -1.87
O -0.24 -0.23 -0.73
O -0.02 -0.66 -0.50
C -2.68 1.66 3.57
C 1.67 3.53 -3.65
C 0.85 0.35 1.34
H -0.29 0.64 -0.64
H -0.20 0.08 0.29
H 0.63 -0.41 -1.62
H -0.42 -2.03 2.72
H -0.11 -2.83 -0.01



Q: net charge of number 2 (C4H11NOP)?
A: +1



Q: Which of these has the lowest net charge?
A: C9H23INO3



Q: What is the formula in the third record?
A: C37H39AsHfN7O4



Q: The lowest net charge belongs to which entry?
A: C9H23INO3